No. 1
48
Properties=species:S:1:pos:R:3 method="wB97M-V/def2-TZVPD" smiles="CCC(CC)c1nnc(NC(=O)CN2C(=O)[C@@H]3[C@H](C2=O)[C@H]2C=C[C@@H]3C2)s1" homo_lumo_gap_ev=9.7 homo_ev=-9.2 total_charge=0 e_tot_ev=-41961.881 relative_energy_kj_mol=113.4
C -1.23 -6.59 -3.85
C -0.62 -5.32 -3.27
C -1.59 -4.56 -2.35
C -2.77 -3.93 -3.11
C -3.75 -3.24 -2.18
C -0.83 -3.48 -1.65
N -0.35 -2.44 -2.21
N 0.31 -1.62 -1.41
C 0.36 -2.02 -0.19
N 0.96 -1.38 0.86
C 1.41 -0.09 0.98
O 1.79 0.30 2.06
C 1.39 0.79 -0.25
N 0.90 2.09 0.15
C -0.32 2.21 0.78
O -1.08 1.29 0.95
C -0.48 3.65 1.20
C 0.82 4.33 0.77
C 1.65 3.25 0.12
O 2.75 3.33 -0.36
C 1.44 4.78 2.13
C 0.52 5.85 2.63
C -0.61 5.27 3.00
C -0.46 3.79 2.75
C 1.03 3.61 3.03
S -0.47 -3.55 0.08
H -2.06 -6.36 -4.52
H -0.48 -7.13 -4.42
H -1.59 -7.24 -3.06
H 0.27 -5.58 -2.69
H -0.31 -4.65 -4.07
H -1.98 -5.25 -1.59
H -2.37 -3.21 -3.83
H -3.29 -4.71 -3.66
H -3.27 -2.41 -1.66
H -4.13 -3.94 -1.43
H -4.59 -2.84 -2.74
H 0.94 -1.88 1.74
H 2.42 0.93 -0.62
H 0.77 0.36 -1.04
H -1.39 4.07 0.77
H 0.71 5.18 0.09
H 2.50 5.02 2.06
H 0.76 6.90 2.63
H -1.51 5.73 3.36
H -1.16 3.13 3.25
H 1.43 2.64 2.74
H 1.27 3.80 4.08

***

No. 2
46
Properties=species:S:1:pos:R:3 method="wB97M-V/def2-TZVPD" smiles="C[C@@H]1CCc2sc(C(=O)N3CCN(c4ncccn4)CC3)cc2C1" homo_lumo_gap_ev=8.9 homo_ev=-8.2 total_charge=0 e_tot_ev=-37867.150 relative_energy_kj_mol=3.2
C -5.81 -2.35 -0.70
C -4.60 -1.80 0.04
C -5.04 -0.82 1.15
C -4.99 0.65 0.73
C -3.59 0.93 0.32
S -2.61 2.26 0.80
C -1.24 1.58 -0.02
C 0.00 2.39 -0.08
O -0.04 3.57 -0.39
N 1.16 1.76 0.21
C 2.42 2.45 0.01
C 3.26 1.69 -1.01
N 3.42 0.32 -0.59
C 4.58 -0.15 -0.11
N 4.59 -1.39 0.41
C 5.75 -1.86 0.83
C 6.92 -1.13 0.74
C 6.81 0.14 0.20
N 5.66 0.63 -0.23
C 2.17 -0.38 -0.36
C 1.34 0.40 0.66
C -1.56 0.40 -0.64
C -2.90 0.03 -0.44
C -3.62 -1.17 -0.98
H -5.50 -3.02 -1.50
H -6.39 -1.54 -1.14
H -6.46 -2.91 -0.02
H -4.09 -2.64 0.52
H -4.37 -0.94 2.01
H -6.04 -1.08 1.48
H -5.67 0.81 -0.12
H -5.30 1.30 1.54
H 2.19 3.46 -0.34
H 2.96 2.51 0.96
H 4.25 2.13 -1.11
H 2.76 1.71 -1.98
H 5.72 -2.86 1.24
H 7.87 -1.52 1.09
H 7.67 0.79 0.09
H 2.40 -1.38 0.00
H 1.63 -0.43 -1.31
H 0.37 -0.07 0.82
H 1.89 0.42 1.61
H -0.86 -0.16 -1.24
H -2.90 -1.92 -1.32
H -4.19 -0.84 -1.85

***

No. 3
50
Properties=species:S:1:pos:R:3 method="wB97M-V/def2-TZVPD" homo_lumo_gap_ev="4.6 / 4.9" homo_ev="-17.4 / -17.4" multiplicity=2 total_charge=+3 e_tot_ev=-45551.331 s_squared=0.7555
Re -0.35 -1.32 0.00
O 1.68 -2.17 -0.13
C 1.88 -3.42 0.53
C 0.68 -3.77 1.39
C 0.75 -4.80 2.32
C -0.34 -5.03 3.14
C -1.47 -4.23 3.01
C -1.48 -3.25 2.04
N -0.43 -3.02 1.23
H 2.41 -1.54 0.06
H 2.78 -3.42 1.15
H 2.02 -4.19 -0.25
H 1.64 -5.40 2.40
H -0.30 -5.80 3.90
H -2.33 -4.35 3.66
H -2.34 -2.61 1.91
C -0.44 6.62 0.51
C 0.16 5.28 0.46
C 0.96 4.87 -0.63
C 1.43 3.58 -0.72
C 1.10 2.67 0.28
C 0.39 3.07 1.41
C -0.07 4.36 1.50
S 1.36 0.92 0.13
O 0.73 0.29 1.31
O 2.64 0.40 -0.22
N 0.24 0.37 -1.00
C 0.27 -0.21 -2.23
C 0.73 0.22 -3.46
C 0.53 -0.61 -4.55
C -0.12 -1.84 -4.39
C -0.56 -2.22 -3.13
N -0.36 -1.42 -2.09
H -0.64 7.01 -0.49
H 0.28 7.33 0.95
H -1.33 6.66 1.13
H 1.17 5.58 -1.41
H 2.04 3.27 -1.56
H 0.22 2.35 2.20
H -0.62 4.68 2.37
H 1.20 1.19 -3.56
H 0.87 -0.31 -5.53
H -0.26 -2.50 -5.23
H -1.08 -3.15 -2.97
N -2.57 -0.10 1.50
N -2.33 -0.39 0.13
H -3.47 0.35 1.66
H -1.82 0.47 1.89
H -2.32 0.46 -0.47
H -3.12 -0.96 -0.20

***

No. 4
44
Properties=species:S:1:pos:R:3 method="wB97M-V/def2-TZVPD" homo_lumo_gap_ev=5.0 homo_ev=-5.3 total_charge=0 e_tot_ev=-25650.025
Y -0.44 -0.07 0.70
C 1.99 -1.35 3.58
C 1.33 -2.11 2.47
C 0.08 -2.70 2.64
C -0.47 -3.50 1.65
C 0.22 -3.71 0.46
C 1.45 -3.11 0.27
C 2.01 -2.32 1.27
H 2.67 -2.00 4.12
H 1.26 -0.97 4.29
H 2.57 -0.52 3.19
H -0.45 -2.58 3.59
H -1.42 -3.99 1.82
H -0.20 -4.36 -0.30
H 2.00 -3.30 -0.64
H 2.99 -1.89 1.13
O 3.01 2.30 1.13
C 1.89 1.90 0.86
O 1.58 0.69 0.56
C 0.73 2.91 0.86
C 0.98 4.25 0.61
C -0.08 5.14 0.52
C -1.37 4.65 0.71
C -1.53 3.31 1.00
N -0.52 2.44 1.06
H 2.01 4.56 0.49
H 0.09 6.18 0.30
H -2.23 5.30 0.63
H -2.52 2.91 1.18
C -0.30 0.70 -2.49
C -1.21 -0.53 -2.38
C -2.47 -0.26 -3.22
C -0.46 -1.74 -2.97
C -1.59 -0.85 -0.95
H -0.05 0.89 -3.54
H 0.64 0.56 -1.94
H -0.81 1.59 -2.11
H -2.19 -0.04 -4.25
H -3.00 0.60 -2.82
H -3.13 -1.11 -3.21
H -0.14 -1.54 -3.99
H -1.11 -2.62 -2.98
H 0.41 -1.97 -2.36
H -2.21 -1.75 -0.95

***

No. 5
45
Properties=species:S:1:pos:R:3 method="wB97M-V/def2-TZVPD" smiles="COC(=O)CCc1c(OC)cc2occc2c1OCC=C(C)C" homo_lumo_gap_ev=8.3 homo_ev=-7.7 total_charge=0 e_tot_ev=-29255.974 relative_energy_kj_mol=535.6
C -1.75 2.85 -0.47
O -0.47 2.59 -1.00
C 0.53 2.57 -0.10
O 0.47 3.10 1.03
C 1.99 2.36 -0.44
C 2.53 0.94 -0.32
C 1.93 0.11 0.74
C 2.52 0.01 2.09
O 3.72 0.70 2.39
C 4.76 -0.25 2.81
C 1.94 -0.84 3.05
C 0.86 -1.61 2.75
O 0.49 -2.77 3.44
C -0.44 -3.42 2.78
C -0.75 -2.65 1.58
C 0.22 -1.52 1.56
C 0.79 -0.67 0.53
O 0.28 -0.59 -0.75
C -1.09 -0.97 -1.06
C -1.56 -0.38 -2.40
C -2.93 -0.36 -2.74
C -3.94 -1.14 -1.98
C -3.27 0.46 -3.96
H -1.80 3.75 0.09
H -2.46 2.92 -1.24
H -2.12 2.08 0.23
H 2.58 3.07 0.04
H 2.12 2.51 -1.52
H 3.60 0.83 -0.20
H 2.41 0.38 -1.31
H 4.72 -1.21 2.13
H 5.70 0.30 2.58
H 4.83 -0.46 3.82
H 2.38 -0.91 4.03
H -0.91 -4.29 3.25
H -1.49 -2.89 0.84
H -1.20 -1.98 -1.05
H -1.58 -0.52 -0.22
H -0.80 0.10 -2.98
H -4.97 -0.89 -2.36
H -3.80 -2.23 -2.13
H -3.84 -0.93 -0.90
H -2.31 0.73 -4.47
H -3.97 -0.10 -4.58
H -3.91 1.20 -3.58